No. 1
76
Properties=species:S:1:pos:R:3 method="wB97M-V/def2-TZVPD" fmax_ev_per_a=1.09 total_energy_ha=-1726.48450 gap_ev=8.27 total_charge=0 smiles="COCCCCCCNCCOC.NC(N)=O.NC(N)=O.NC(N)=O.NC(N)=O.NC(N)=O"
C -3.647 1.720 2.226
O -3.040 1.254 1.037
C -2.497 -0.048 1.243
C -2.034 -0.631 -0.077
C -1.358 0.374 -0.985
C -0.007 0.879 -0.474
C 1.037 -0.236 -0.520
C 2.445 0.238 -0.192
N 3.254 -0.900 0.303
C 3.206 -2.052 -0.608
C 2.332 -3.228 -0.105
O 2.354 -3.274 1.304
C 1.105 -3.400 1.937
H -4.465 1.055 2.507
H -2.916 1.738 3.032
H -4.066 2.705 2.050
H -1.683 0.002 1.970
H -3.286 -0.682 1.656
H -1.392 -1.474 0.162
H -2.900 -1.048 -0.586
H -1.167 -0.137 -1.929
H -2.027 1.197 -1.208
H -0.125 1.172 0.569
H 0.314 1.738 -1.056
H 0.778 -0.964 0.238
H 0.988 -0.727 -1.487
H 2.906 0.745 -1.042
H 2.349 0.923 0.647
H 4.222 -0.593 0.294
H 4.217 -2.447 -0.686
H 2.922 -1.779 -1.622
H 2.714 -4.157 -0.529
H 1.335 -3.086 -0.515
H 0.302 -3.673 1.255
H 1.170 -4.155 2.717
H 0.832 -2.462 2.429
C 0.360 -3.462 -3.771
O 0.737 -2.696 -2.896
N 0.950 -4.680 -3.973
N -0.680 -3.163 -4.592
H 0.657 -5.327 -4.680
H 1.718 -4.924 -3.375
H -1.135 -2.283 -4.453
H -1.025 -3.762 -5.316
C -7.097 -0.867 0.520
O -6.785 -1.894 -0.053
N -6.240 0.191 0.646
N -8.332 -0.690 1.085
H -6.477 1.047 1.109
H -5.324 0.095 0.244
H -8.982 -1.449 1.010
H -8.610 0.146 1.562
C 5.592 2.192 1.504
O 5.975 1.235 0.845
N 6.253 3.377 1.552
N 4.449 2.144 2.257
H 5.938 4.173 2.097
H 7.095 3.448 1.012
H 3.927 1.286 2.252
H 4.117 2.919 2.798
C 5.635 6.240 4.273
O 5.920 5.425 3.407
N 5.974 6.050 5.577
N 4.962 7.391 3.994
H 5.755 6.701 6.308
H 6.472 5.209 5.805
H 4.704 7.552 3.038
H 4.719 8.073 4.687
C -4.020 -1.928 -5.096
O -3.068 -2.272 -5.779
N -5.263 -2.467 -5.258
N -3.916 -0.985 -4.114
H -6.057 -2.207 -4.706
H -5.371 -3.165 -5.970
H -3.017 -0.565 -3.966
H -4.684 -0.698 -3.538

No. 2
70
Properties=species:S:1:pos:R:3 method="wB97M-V/def2-TZVPD" fmax_ev_per_a=1.40 total_energy_ha=-3073.73079 gap_ev=3.03 total_charge=-1
C 0.727 -1.108 -0.065
C -0.056 -0.704 -1.352
C -0.435 0.786 -1.268
C -1.258 -1.703 -1.585
N -2.569 -1.136 -1.771
C -3.427 -1.361 -0.641
N -3.850 -0.077 0.039
H 0.051 -1.143 0.787
H 1.513 -0.357 0.069
H 1.149 -2.096 -0.243
H 0.656 -0.823 -2.174
H 0.195 1.255 -0.500
H -0.187 1.290 -2.208
H -1.467 0.964 -0.996
H -1.220 -2.444 -0.760
H -0.981 -2.280 -2.490
H -4.379 -1.844 -0.940
H -2.972 -2.010 0.128
H -3.079 0.136 0.664
H -3.762 0.589 -0.717
C 1.042 1.019 -5.723
S 1.227 -0.772 -5.720
O 1.550 -1.168 -4.326
C 2.771 -0.803 -6.653
H 0.151 1.261 -5.147
H 1.914 1.481 -5.259
H 0.922 1.371 -6.749
H 3.530 -0.219 -6.130
H 2.601 -0.398 -7.651
H 3.095 -1.839 -6.730
C 4.215 -4.326 3.409
S 3.382 -3.177 2.297
O 1.960 -3.608 2.209
C 4.200 -3.745 0.799
H 3.815 -4.176 4.410
H 4.026 -5.352 3.089
H 5.286 -4.118 3.408
H 4.000 -4.807 0.649
H 5.267 -3.564 0.883
H 3.798 -3.175 -0.036
C -2.562 3.417 3.679
S -1.454 2.022 3.401
O -1.879 1.380 2.133
C -2.097 1.007 4.744
H -2.362 4.161 2.911
H -3.598 3.085 3.604
H -2.369 3.847 4.663
H -3.164 0.837 4.597
H -1.916 1.507 5.696
H -1.569 0.056 4.724
C 5.084 0.485 0.614
S 6.684 -0.333 0.713
O 6.414 -1.750 1.093
C 7.243 0.511 2.203
H 4.542 0.068 -0.233
H 4.519 0.305 1.529
H 5.233 1.554 0.459
H 6.535 0.334 3.013
H 7.330 1.579 2.001
H 8.218 0.110 2.472
C -6.758 1.733 0.197
S -7.223 3.200 1.124
O -8.598 2.979 1.665
C -7.391 4.280 -0.310
H -6.635 0.910 0.896
H -7.540 1.489 -0.523
H -5.811 1.905 -0.310
H -8.133 3.869 -0.994
H -6.425 4.371 -0.807
H -7.716 5.259 0.040

No. 3
68
Properties=species:S:1:pos:R:3 method="wB97M-V/def2-TZVPD" s_squared=0.758 fmax_ev_per_a=5.72 total_energy_ha=-1349.42627 gap_ev="10.18 / 3.73" spin_multiplicity=2 total_charge=0
O 35.278 10.985 -7.842
C 35.008 12.105 -7.148
O 34.358 12.044 -6.085
O 35.304 13.208 -7.747
H 35.638 11.743 -8.308
C 36.660 9.764 -4.697
C 37.767 10.657 -5.247
O 39.148 10.475 -4.883
H 36.810 8.716 -4.955
H 35.672 9.937 -5.124
H 36.641 9.896 -3.616
H 37.408 11.673 -5.079
H 37.664 10.497 -6.321
H 39.588 11.079 -5.486
C 33.866 15.234 -12.485
C 34.406 15.009 -11.127
O 33.431 15.210 -10.171
H 34.651 15.167 -13.239
H 33.365 16.196 -12.599
H 33.089 14.566 -12.857
H 35.339 15.490 -10.834
H 34.642 13.948 -11.038
H 33.733 15.071 -9.271
C 36.843 7.147 -9.804
C 35.702 8.046 -9.214
O 35.588 9.342 -9.773
H 37.585 7.684 -10.396
H 36.404 6.416 -10.484
H 37.437 6.661 -9.030
H 35.943 8.138 -8.155
H 34.717 7.632 -9.428
H 35.346 9.986 -9.104
C 38.199 11.566 -9.258
C 38.315 13.006 -9.631
O 37.143 13.454 -10.251
H 39.203 11.163 -9.128
H 37.805 11.041 -10.129
H 37.602 11.291 -8.389
H 39.214 13.059 -10.246
H 38.539 13.569 -8.725
H 36.574 13.784 -9.552
C 32.977 16.094 -4.283
C 33.646 15.436 -5.543
O 34.973 14.931 -5.368
H 31.949 16.254 -4.608
H 33.264 17.130 -4.101
H 33.141 15.617 -3.317
H 33.548 16.209 -6.305
H 32.961 14.658 -5.879
H 35.097 14.031 -5.678
C 31.804 10.428 -7.743
C 31.037 11.004 -6.575
O 31.342 12.453 -6.530
H 32.865 10.366 -7.504
H 31.688 10.988 -8.671
H 31.345 9.477 -8.014
H 31.471 10.549 -5.685
H 29.982 10.730 -6.597
H 32.263 12.633 -6.327
C 31.843 12.866 -3.182
C 33.009 11.900 -2.802
O 33.103 10.777 -3.675
H 30.902 12.321 -3.101
H 31.787 13.256 -4.198
H 31.895 13.744 -2.538
H 33.005 11.577 -1.761
H 33.920 12.489 -2.909
H 33.409 11.009 -4.555

No. 4
81
Properties=species:S:1:pos:R:3 method="wB97M-V/def2-TZVPD" s_squared=0.761 fmax_ev_per_a=7.45 total_energy_ha=-3771.80285 gap_ev="10.03 / 2.64" spin_multiplicity=2 total_charge=+1
O -22.438 4.536 30.672
S -21.868 4.828 31.977
O -20.974 3.973 32.686
O -21.195 6.362 31.843
C -20.031 6.576 32.533
C -18.709 6.346 31.773
C -23.248 5.394 33.196
H -20.033 6.294 33.586
H -20.180 7.656 32.546
H -18.844 6.177 30.704
H -18.155 5.489 32.156
H -18.121 7.258 31.871
H -24.058 4.769 32.820
H -23.494 6.456 33.208
H -23.031 5.126 34.230
O -23.429 6.619 36.202
S -24.786 6.824 36.771
O -25.316 7.998 37.560
O -25.791 6.564 35.519
C -27.200 6.814 35.706
C -27.873 6.945 34.339
C -25.191 5.421 37.773
H -27.380 7.790 36.156
H -27.651 6.064 36.355
H -27.717 6.002 33.816
H -27.361 7.676 33.713
H -28.961 7.014 34.359
H -25.309 4.538 37.145
H -26.082 5.663 38.351
H -24.446 5.366 38.567
C -26.691 7.330 30.527
O -26.286 8.586 30.091
P -25.858 8.790 28.547
O -25.762 10.202 28.012
O -24.570 7.768 28.345
C -24.157 7.411 27.042
O -26.974 7.951 27.767
C -28.228 8.510 27.584
H -26.235 6.544 29.926
H -27.760 7.181 30.377
H -26.452 7.271 31.589
H -24.877 7.620 26.251
H -23.855 6.364 27.074
H -23.277 7.998 26.780
H -28.294 9.112 26.677
H -28.745 8.982 28.420
H -28.908 7.665 27.476
C -28.110 0.819 30.114
O -28.116 2.041 30.828
P -26.940 3.183 30.690
O -27.062 4.485 31.429
O -25.535 2.419 31.098
C -25.397 1.890 32.269
O -26.792 3.350 29.058
C -25.776 4.116 28.542
H -28.254 0.014 30.835
H -27.164 0.542 29.649
H -28.909 0.697 29.383
H -24.521 1.251 32.384
H -26.072 1.078 32.543
H -25.382 2.738 32.954
H -25.015 4.469 29.238
H -26.081 4.939 27.896
H -25.412 3.509 27.712
C -23.635 -1.611 32.226
O -24.978 -1.270 32.268
P -25.853 -2.058 33.402
O -25.154 -2.248 34.675
O -27.290 -1.273 33.354
C -27.557 -0.485 34.517
O -26.234 -3.463 32.639
C -25.206 -4.461 32.440
H -23.161 -0.640 32.374
H -23.405 -1.968 31.222
H -23.196 -2.236 33.004
H -26.598 -0.135 34.901
H -28.170 -0.967 35.278
H -28.061 0.419 34.175
H -25.533 -5.374 32.938
H -24.188 -4.308 32.798
H -25.256 -4.734 31.386

No. 5
71
Properties=species:S:1:pos:R:3 method="wB97M-V/def2-TZVPD" fmax_ev_per_a=3.20 total_energy_ha=-3512.78392 gap_ev=5.12 total_charge=-1
C -4.307 -0.534 28.978
C -4.229 0.853 28.386
C -5.380 1.773 28.876
O -2.923 1.445 28.601
H -3.365 -1.009 28.702
H -5.136 -1.131 28.597
H -4.250 -0.503 30.066
H -4.464 0.671 27.337
H -5.258 2.108 29.906
H -6.388 1.374 28.762
H -5.158 2.708 28.362
C -9.143 2.133 28.632
S -10.845 2.797 29.070
O -10.962 3.904 28.082
C -11.900 1.483 28.336
H -8.942 1.976 27.573
H -8.964 1.272 29.276
H -8.479 2.925 28.979
H -11.663 1.204 27.310
H -12.965 1.669 28.475
H -11.563 0.612 28.898
C -0.660 0.342 31.110
S 0.453 1.846 30.681
O -0.494 3.025 30.602
C 1.065 2.036 32.416
H -1.208 0.698 31.982
H -0.175 -0.562 31.478
H -1.413 0.267 30.325
H 1.500 2.999 32.683
H 1.787 1.253 32.645
H 0.271 2.221 33.139
C -3.803 6.175 31.521
S -4.101 4.676 30.565
O -3.180 4.698 29.366
C -3.372 3.489 31.761
H -3.911 7.161 31.069
H -2.716 6.200 31.598
H -4.341 5.989 32.450
H -3.844 3.828 32.684
H -2.291 3.463 31.891
H -3.636 2.516 31.346
C -7.756 -0.079 24.392
S -7.167 -1.786 24.555
O -7.697 -2.209 25.944
C -5.382 -1.327 24.768
H -7.364 0.376 25.301
H -8.843 -0.122 24.472
H -7.374 0.403 23.492
H -5.046 -2.194 25.336
H -5.017 -0.475 25.341
H -4.825 -1.316 23.831
C -7.376 0.611 34.248
S -6.660 1.373 32.684
O -6.334 2.803 33.058
C -5.029 0.498 32.868
H -7.021 -0.412 34.117
H -8.445 0.432 34.132
H -7.016 0.994 35.203
H -5.007 -0.535 32.519
H -4.672 0.510 33.898
H -4.180 0.931 32.340
C 1.253 -0.232 24.585
S 0.748 0.533 26.184
O 0.364 1.940 25.759
C -0.875 -0.255 26.216
H 0.421 -0.513 23.939
H 1.845 -1.095 24.890
H 1.967 0.361 24.014
H -1.457 0.518 25.714
H -1.300 -0.382 27.211
H -0.950 -1.217 25.708

No. 6
82
Properties=species:S:1:pos:R:3 method="wB97M-V/def2-TZVPD" fmax_ev_per_a=2.99 total_energy_ha=-6226.65378 gap_ev=7.62 total_charge=-1
C -3.204 -0.514 -0.952
C -2.437 -1.535 -1.980
C -0.837 -1.241 -2.189
Br -0.651 0.150 -3.619
B -0.026 -0.798 -0.826
Cl -0.445 -1.861 0.666
H -4.360 -0.556 -1.246
H -2.893 0.611 -1.039
H -3.174 -0.878 0.184
H -2.943 -1.396 -3.051
H -2.545 -2.666 -1.636
H -0.345 -2.248 -2.585
H 1.127 -0.992 -1.040
H -0.181 0.354 -0.650
C -9.597 0.569 -5.322
O -8.652 0.449 -4.282
P -7.391 -0.521 -4.518
O -7.548 -1.532 -5.612
O -7.141 -1.142 -3.053
C -8.213 -1.873 -2.493
O -6.175 0.521 -4.684
C -5.191 0.245 -5.659
H -10.439 -0.095 -5.114
H -9.958 1.600 -5.352
H -9.168 0.322 -6.297
H -8.669 -2.532 -3.238
H -8.966 -1.182 -2.104
H -7.833 -2.483 -1.667
H -5.522 0.638 -6.623
H -4.997 -0.829 -5.740
H -4.263 0.745 -5.374
C 3.337 1.580 2.137
O 2.332 1.091 2.997
P 2.790 0.237 4.281
O 4.174 -0.332 4.219
O 1.615 -0.855 4.420
C 1.425 -1.713 3.312
O 2.493 1.250 5.498
C 3.424 1.306 6.559
H 3.436 0.902 1.287
H 3.038 2.565 1.771
H 4.302 1.676 2.644
H 2.384 -2.066 2.923
H 0.881 -1.183 2.526
H 0.833 -2.576 3.632
H 4.217 2.013 6.301
H 3.855 0.322 6.767
H 2.913 1.660 7.457
C 1.187 8.344 -0.067
O 2.132 8.224 0.973
P 3.393 7.254 0.737
O 3.236 6.243 -0.356
O 3.643 6.633 2.202
C 2.571 5.902 2.762
O 4.610 8.297 0.571
C 5.594 8.020 -0.404
H 0.346 7.680 0.141
H 0.826 9.375 -0.097
H 1.616 8.097 -1.042
H 2.115 5.243 2.017
H 1.818 6.593 3.151
H 2.952 5.293 3.588
H 5.262 8.413 -1.368
H 5.788 6.946 -0.485
H 6.522 8.521 -0.119
C 5.164 -5.997 1.773
O 3.772 -6.023 1.999
P 2.830 -6.597 0.828
O 3.447 -6.640 -0.536
O 1.514 -5.676 0.947
C 1.706 -4.286 0.774
O 2.343 -8.009 1.432
C 2.258 -9.113 0.556
H 5.451 -4.994 1.449
H 5.677 -6.227 2.711
H 5.472 -6.728 1.021
H 2.375 -4.086 -0.068
H 2.126 -3.856 1.687
H 0.737 -3.818 0.575
H 3.237 -9.596 0.493
H 1.927 -8.809 -0.442
H 1.537 -9.827 0.959

Copy entry 2 word for word.
70
Properties=species:S:1:pos:R:3 method="wB97M-V/def2-TZVPD" fmax_ev_per_a=1.40 total_energy_ha=-3073.73079 gap_ev=3.03 total_charge=-1
C 0.727 -1.108 -0.065
C -0.056 -0.704 -1.352
C -0.435 0.786 -1.268
C -1.258 -1.703 -1.585
N -2.569 -1.136 -1.771
C -3.427 -1.361 -0.641
N -3.850 -0.077 0.039
H 0.051 -1.143 0.787
H 1.513 -0.357 0.069
H 1.149 -2.096 -0.243
H 0.656 -0.823 -2.174
H 0.195 1.255 -0.500
H -0.187 1.290 -2.208
H -1.467 0.964 -0.996
H -1.220 -2.444 -0.760
H -0.981 -2.280 -2.490
H -4.379 -1.844 -0.940
H -2.972 -2.010 0.128
H -3.079 0.136 0.664
H -3.762 0.589 -0.717
C 1.042 1.019 -5.723
S 1.227 -0.772 -5.720
O 1.550 -1.168 -4.326
C 2.771 -0.803 -6.653
H 0.151 1.261 -5.147
H 1.914 1.481 -5.259
H 0.922 1.371 -6.749
H 3.530 -0.219 -6.130
H 2.601 -0.398 -7.651
H 3.095 -1.839 -6.730
C 4.215 -4.326 3.409
S 3.382 -3.177 2.297
O 1.960 -3.608 2.209
C 4.200 -3.745 0.799
H 3.815 -4.176 4.410
H 4.026 -5.352 3.089
H 5.286 -4.118 3.408
H 4.000 -4.807 0.649
H 5.267 -3.564 0.883
H 3.798 -3.175 -0.036
C -2.562 3.417 3.679
S -1.454 2.022 3.401
O -1.879 1.380 2.133
C -2.097 1.007 4.744
H -2.362 4.161 2.911
H -3.598 3.085 3.604
H -2.369 3.847 4.663
H -3.164 0.837 4.597
H -1.916 1.507 5.696
H -1.569 0.056 4.724
C 5.084 0.485 0.614
S 6.684 -0.333 0.713
O 6.414 -1.750 1.093
C 7.243 0.511 2.203
H 4.542 0.068 -0.233
H 4.519 0.305 1.529
H 5.233 1.554 0.459
H 6.535 0.334 3.013
H 7.330 1.579 2.001
H 8.218 0.110 2.472
C -6.758 1.733 0.197
S -7.223 3.200 1.124
O -8.598 2.979 1.665
C -7.391 4.280 -0.310
H -6.635 0.910 0.896
H -7.540 1.489 -0.523
H -5.811 1.905 -0.310
H -8.133 3.869 -0.994
H -6.425 4.371 -0.807
H -7.716 5.259 0.040